1.
The following is a quantum chemistry calculation of C24H36InO6 as an isolated structure at a distorted geometry, from the Open Molecules 2025 dataset.

Summary:
**Net charge**: -1
**Kohn-Sham gap**: 4.22 eV
**E_LUMO**: -0.4 eV
**HOMO level**: -4.576 eV

Each line ends with the Mulliken charge.
CARTESIAN COORDINATES (ANGSTROEM)
In  0.719  4.144  -1.038  0.510
O  2.181  -4.453  -0.539  -0.570
O  -2.175  4.557  4.053  -0.407
O  4.074  -3.076  -4.648  -0.561
O  3.371  -6.925  -0.615  -0.593
O  5.192  -5.580  -4.767  -0.624
O  -1.206  7.193  1.417  -0.407
C  -0.825  -1.096  1.244  2.111
C  -0.375  6.860  0.228  -0.376
C  -1.740  3.290  3.441  0.183
C  -1.656  -2.061  -1.219  1.386
C  4.317  -6.309  -2.695  -0.816
C  -1.016  0.379  2.012  -0.297
C  0.717  -1.167  0.701  -1.311
C  -1.090  -3.571  -0.897  -0.890
C  -0.188  2.867  3.085  -0.324
C  0.206  1.414  2.358  -0.232
C  -2.594  0.772  2.381  -0.180
C  -1.987  -1.148  0.098  -1.207
C  -1.016  -2.223  2.457  -1.123
C  -1.525  5.726  3.440  -0.328
C  3.863  -3.999  -3.640  0.296
C  -2.962  2.204  3.089  -0.592
C  -0.732  -1.269  -2.367  -1.087
C  -3.128  -2.298  -1.981  -1.401
C  0.818  5.768  0.558  -0.389
C  2.886  -4.690  -1.514  0.927
C  -1.970  5.999  1.869  -0.212
C  3.559  -6.013  -1.637  0.200
C  4.514  -5.331  -3.776  0.782
C  3.103  -3.704  -2.584  -0.678
H  -3.543  -1.213  -2.221  0.311
H  -1.853  6.705  4.034  0.240
H  -0.541  -3.684  0.129  0.150
H  4.810  -7.267  -2.798  0.406
H  0.369  4.955  -2.610  -0.359
H  -2.968  -1.575  0.626  0.172
H  -3.801  -2.866  -1.209  0.381
H  0.647  3.680  3.342  0.188
H  4.656  -3.528  -5.298  0.340
H  -4.070  2.513  3.327  0.257
H  -3.491  0.036  2.135  0.130
H  -0.846  -1.809  -3.401  0.388
H  0.095  -2.447  2.832  0.314
H  -0.271  -3.796  -1.736  0.068
H  -2.285  -0.064  -0.268  0.378
H  2.784  -6.476  0.031  0.351
H  0.739  5.287  1.631  -0.129
H  2.365  3.407  -1.167  -0.371
H  -1.189  -0.171  -2.464  0.290
H  -2.949  -2.908  -2.991  0.346
H  1.418  -0.996  1.653  0.495
H  -1.824  5.073  1.167  0.170
H  0.400  -1.210  -2.074  0.064
H  1.322  1.164  2.108  0.200
H  1.008  -0.305  -0.063  0.253
H  -1.988  -4.339  -0.964  0.272
H  -1.435  -3.248  2.077  0.252
H  -3.121  6.250  1.885  0.265
H  2.622  -2.740  -2.473  0.522
H  -0.523  2.891  -0.683  -0.327
H  -1.040  6.562  -0.713  0.261
H  -0.360  5.661  3.543  0.149
H  1.876  6.309  0.527  0.313
H  1.046  -2.195  0.249  -0.038
H  -1.580  -1.783  3.390  0.321
H  0.185  7.871  -0.071  0.185

---

2.
The following is a quantum chemistry calculation of one molecule with the formula C24H36N4O2, from the Open Molecules 2025 dataset.

Summary:
**Kohn-Sham gap**: 8.97 eV
**Relative energy (zero: lowest compared OMol25 entry of this formula, charge and spin)**: 174.75 kJ/mol
**Structure (SMILES)**: C/C=C(\C)C(=O)N[C@@H](C)CN1C2=NC[C@H](C(C)C)N2C[C@H]1Cc1ccc(OC)cc1
**E_LUMO**: 0.7 eV
**HOMO level**: -8.251 eV

Each line ends with the Mulliken charge.
CARTESIAN COORDINATES (ANGSTROEM)
O  3.400  -2.227  -0.142  -0.770
O  3.149  2.629  -0.570  -0.494
N  -2.602  -0.285  -0.311  0.285
N  -0.966  -1.575  -1.105  0.161
N  1.379  -2.066  0.865  -0.041
N  -0.840  -0.525  1.078  -0.271
C  3.115  -0.536  1.511  0.973
C  2.579  0.871  -2.160  -0.317
C  -1.704  -1.158  -2.291  0.307
C  2.314  0.494  1.776  0.381
C  -0.824  -0.364  -3.290  -1.606
C  -5.322  0.995  0.156  -1.487
C  0.202  -2.409  -1.269  -0.011
C  -2.854  0.753  0.666  -0.036
C  2.657  1.693  2.597  -1.651
C  1.577  0.181  -2.817  -0.872
C  4.509  2.270  -0.650  -0.840
C  -1.358  -0.823  -0.056  -0.151
C  0.234  0.474  -2.619  0.189
C  -1.767  0.389  1.723  -1.355
C  -4.276  0.736  1.239  0.578
C  4.541  -0.664  1.964  -1.949
C  -2.881  -0.330  -1.721  -1.165
C  2.251  1.892  -1.277  0.525
C  -0.080  1.525  -1.765  0.283
C  2.651  -1.670  0.649  0.454
C  -4.407  1.792  2.336  -1.592
C  0.907  2.222  -1.101  -0.506
C  -0.315  -3.813  0.797  -1.573
C  0.749  -3.051  0.017  -0.459
H  -5.112  1.930  -0.359  0.329
H  -2.219  -0.112  2.586  0.455
H  4.660  1.225  -0.365  0.266
H  -6.311  1.065  0.602  0.450
H  1.867  1.872  3.325  0.376
H  -3.837  -0.832  -1.911  0.336
H  1.318  0.511  1.356  0.075
H  5.072  -1.303  1.261  0.421
H  1.028  -1.841  -1.711  -0.156
H  -1.108  1.815  -1.615  0.334
H  -1.482  0.263  -3.898  0.500
H  3.598  1.576  3.126  0.442
H  5.028  2.919  0.054  0.250
H  -3.699  1.617  3.141  0.380
H  -0.331  -1.070  -3.961  0.394
H  -1.078  -3.128  1.153  0.224
H  5.043  0.299  2.023  0.457
H  0.659  3.031  -0.432  0.491
H  4.581  -1.135  2.947  0.358
H  -0.082  -3.206  -1.967  0.392
H  1.545  -3.736  -0.303  0.669
H  -1.220  1.264  2.082  0.310
H  4.908  2.438  -1.655  0.384
H  0.138  -4.305  1.653  0.438
H  2.718  2.571  1.953  0.237
H  0.719  -1.437  1.326  0.568
H  -0.779  -4.565  0.164  0.405
H  -2.662  1.750  0.234  0.227
H  -4.456  -0.255  1.671  0.309
H  -5.337  0.192  -0.575  0.296
H  1.858  -0.605  -3.505  0.281
H  -2.932  0.672  -2.164  0.309
H  -5.411  1.777  2.753  0.440
H  -4.222  2.783  1.926  0.372
H  -2.082  -2.050  -2.807  0.607
H  3.605  0.592  -2.338  0.384

---

3.
The following is a quantum chemistry calculation of a 6-piece molecular cluster, C24H36O12 overall at a distorted geometry, from the Open Molecules 2025 dataset.

Summary:
**Kohn-Sham gap**: 10.19 eV
**Relative energy (zero: lowest compared OMol25 entry of this formula, charge and spin)**: 368.28 kJ/mol
**Structure (SMILES)**: O=C1CCCO1.O=C1CCCO1.O=C1CCCO1.O=C1CCCO1.O=C1CCCO1.O=C1CCCO1
**E_LUMO**: 0.2 eV
**HOMO level**: -9.974 eV

Each line ends with the Mulliken charge.
CARTESIAN COORDINATES (ANGSTROEM)
O  3.313  -9.929  3.874  -0.581
O  -1.168  -3.219  -3.743  -0.593
O  -2.614  9.526  -1.284  -0.324
O  4.216  -1.013  5.408  -0.362
O  -6.596  4.797  -5.100  -0.613
O  3.389  -9.132  5.889  -0.325
O  -0.440  -2.257  -5.653  -0.344
O  0.647  -0.311  0.203  -0.360
O  5.358  -1.280  3.535  -0.581
O  -7.970  3.390  -4.186  -0.336
O  0.465  1.637  -0.701  -0.609
O  -1.983  11.298  -2.518  -0.626
C  -2.601  8.128  -1.490  -0.464
C  -0.292  -3.015  -4.562  0.502
C  1.211  -3.472  -4.506  -0.376
C  3.210  -6.853  5.493  -0.456
C  -0.033  0.799  0.013  0.598
C  -8.168  1.962  -3.981  -0.407
C  0.053  -1.160  1.191  -0.432
C  -1.366  0.672  0.829  -0.473
C  0.799  -1.858  -6.191  -0.385
C  -0.800  -0.304  1.914  -0.382
C  3.290  -7.877  6.584  -0.430
C  -6.314  2.373  -5.372  -0.431
C  -6.841  1.248  -4.416  -0.543
C  5.330  -0.977  4.685  0.477
C  -6.966  3.659  -4.941  0.587
C  -2.022  10.063  -2.332  0.562
C  1.935  -2.730  -5.644  -0.417
C  6.425  -0.428  5.464  -0.299
C  5.676  0.423  6.452  -0.522
C  4.376  -0.345  6.708  -0.384
C  -1.414  8.974  -3.188  -0.418
C  -1.486  7.697  -2.369  -0.406
C  2.730  -7.517  4.269  -0.362
C  3.216  -8.961  4.583  0.488
H  4.498  -1.163  7.417  0.290
H  -1.855  8.778  -4.165  0.257
H  4.160  -7.791  7.235  0.295
H  -6.155  1.159  -3.574  0.248
H  -2.156  0.408  0.127  0.267
H  5.501  1.441  6.105  0.312
H  -8.233  1.597  -2.956  0.301
H  2.444  -7.744  7.257  0.253
H  -0.365  9.159  -3.422  0.269
H  -2.627  7.574  -0.552  0.361
H  4.234  -6.509  5.348  0.240
H  -1.588  1.680  1.179  0.265
H  7.122  0.107  4.818  0.273
H  3.584  0.343  7.004  0.287
H  -6.645  2.124  -6.380  0.241
H  6.213  0.425  7.401  0.277
H  -9.023  1.682  -4.595  0.303
H  -6.964  0.244  -4.823  0.352
H  0.799  -1.862  -7.281  0.285
H  -1.505  -1.029  2.322  0.280
H  3.249  -7.064  3.425  0.247
H  2.655  -5.940  5.708  0.357
H  1.676  -7.635  4.016  0.274
H  1.375  -4.548  -4.571  0.328
H  -0.428  -1.958  0.626  0.280
H  -0.407  0.300  2.732  0.252
H  -3.545  7.844  -1.955  0.250
H  -5.232  2.501  -5.344  0.298
H  -0.551  7.544  -1.829  0.261
H  -1.756  6.824  -2.962  0.278
H  6.870  -1.307  5.930  0.230
H  0.762  -1.716  1.804  0.313
H  2.317  -3.520  -6.291  0.254
H  2.710  -2.044  -5.302  0.276
H  0.822  -0.823  -5.848  0.281
H  1.478  -3.087  -3.522  0.190

---

4.
The following is a quantum chemistry calculation of C24H36P2SiV as an isolated structure at a distorted geometry, from the Open Molecules 2025 dataset.

Summary:
**Net charge**: +2
**Spin multiplicity**: 2
**Kohn-Sham gap (spin up / spin down)**: 5.93 / 6.47 eV
**Expectation value of S²**: 0.8602
**Relative energy (zero: lowest compared OMol25 entry of this formula, charge and spin)**: 126.75 kJ/mol
**E_LUMO (spin up / spin down)**: -8.1 / -7.5 eV
**HOMO level (spin up / spin down)**: -14.064 / -14.006 eV

Each line ends with the Mulliken charge.
CARTESIAN COORDINATES (ANGSTROEM)
V  -0.145  0.040  -0.165  -0.366
P  -0.358  2.311  -0.253  0.836
P  -1.355  0.070  -2.187  0.492
Si  1.374  -1.460  -1.359  0.680
C  -1.221  0.386  1.815  -0.858
C  1.048  -0.013  1.826  -0.474
C  -0.772  3.944  0.414  -1.278
C  0.388  -1.245  1.559  -0.590
C  0.513  -3.067  -1.752  1.326
C  3.393  -3.291  -0.410  -0.471
C  5.290  -2.615  0.957  -0.600
C  4.922  -1.270  0.781  -0.498
C  2.976  -1.954  -0.530  0.821
C  3.801  -0.947  0.005  -0.703
C  -1.031  -0.990  1.533  -0.709
C  4.027  -2.239  -4.513  -0.759
C  -0.637  -5.117  -1.134  -0.791
C  -2.132  -1.323  -2.992  -0.520
C  0.450  -3.452  -3.103  -0.847
C  -0.441  0.919  -3.550  -1.271
C  0.064  1.013  1.971  -0.787
C  -0.678  -5.511  -2.481  -0.683
C  -2.706  1.269  -1.883  -0.751
C  1.318  2.767  -0.994  -1.292
C  -2.315  2.162  -0.713  -0.959
C  -0.041  -3.902  -0.776  -0.197
C  4.541  -3.622  0.329  -0.626
C  -0.134  -4.675  -3.468  -0.707
H  -2.469  -1.063  -4.007  0.459
H  4.131  -2.343  -5.594  0.352
H  -2.973  -1.709  -2.396  0.420
H  -2.649  3.198  -0.880  0.648
H  -1.663  3.797  1.019  0.476
H  -0.003  -3.618  0.282  0.212
H  -1.061  -5.767  -0.361  0.430
H  -2.882  1.859  -2.799  0.445
H  0.857  -2.214  1.562  0.986
H  0.189  1.754  -3.184  0.273
H  0.218  0.187  -4.031  0.291
H  -1.128  -6.466  -2.765  0.408
H  3.049  -2.600  -4.211  -0.027
H  1.251  3.567  -1.734  0.475
H  0.839  -2.778  -3.878  0.414
H  -1.803  -1.748  1.453  0.608
H  3.561  0.107  -0.186  0.441
H  4.138  -1.192  -4.244  0.206
H  4.850  -4.668  0.422  0.419
H  -1.388  -2.126  -3.063  -0.108
H  2.111  0.104  1.990  0.616
H  6.163  -2.871  1.561  0.401
H  -1.018  4.594  -0.461  0.446
H  0.252  1.995  2.385  0.732
H  1.929  3.106  -0.149  0.417
H  -0.151  -4.976  -4.520  0.437
H  -1.140  1.295  -4.314  0.519
H  -2.167  0.880  2.013  0.827
H  5.511  -0.475  1.250  0.430
H  1.756  1.869  -1.416  0.293
H  4.801  -2.825  -4.021  0.293
H  1.858  -0.813  -2.617  -0.251
H  -2.781  1.811  0.222  0.387
H  0.028  4.362  1.037  0.450
H  -3.652  0.728  -1.653  0.405
H  2.814  -4.087  -0.889  0.353